Computed, not measured: a structure of composition C34H36F5FeN5P, with ωB97M-V/def2-TZVPD.

Structure (XYZ):
```
82
Properties=species:S:1:pos:R:3
Fe 0.672 0.101 0.032
C 2.785 -3.500 -0.828
C 1.852 -2.440 -0.356
N 1.703 -1.296 -0.912
C 2.441 -0.908 -2.111
C 2.380 0.611 -2.286
N 1.159 1.231 -1.694
C 0.120 1.479 -2.724
C -0.519 0.197 -3.203
N -1.105 -0.493 -2.066
C -2.431 -0.004 -1.677
C -2.366 0.828 -0.386
N -1.424 0.137 0.474
C -1.818 -0.570 1.467
C -3.180 -0.619 2.068
C -0.808 -1.589 1.861
C -1.050 -2.706 2.642
C -0.211 -3.808 2.504
C 0.771 -3.799 1.527
C 0.975 -2.624 0.815
N 0.278 -1.523 1.079
H 2.924 -3.460 -1.906
H 2.432 -4.493 -0.563
H 3.760 -3.359 -0.352
H 2.006 -1.432 -2.965
H 3.483 -1.220 -2.036
H 2.445 0.864 -3.347
H 3.245 1.054 -1.804
H 1.454 2.147 -1.382
H 0.558 2.018 -3.569
H -0.629 2.135 -2.281
H 0.227 -0.444 -3.673
H -1.255 0.435 -3.979
H -1.128 -1.491 -2.215
H -3.091 -0.857 -1.516
H -2.874 0.599 -2.474
H -3.358 0.925 0.051
H -1.982 1.827 -0.585
H -3.699 0.334 1.990
H -3.102 -0.864 3.125
H -3.783 -1.394 1.585
H -1.909 -2.745 3.296
H -0.377 -4.695 3.100
H 1.355 -4.683 1.319
F 2.879 2.591 -0.144
C 3.339 1.563 0.626
C 2.542 0.453 0.903
C 3.175 -0.387 1.818
F 2.553 -1.477 2.328
C 4.435 -0.190 2.363
F 4.908 -1.061 3.246
C 5.175 0.923 2.021
F 6.363 1.148 2.545
C 4.600 1.815 1.137
F 5.238 2.930 0.803
C 0.069 3.645 0.395
P 0.294 2.207 1.503
C -1.225 2.239 2.529
C -1.282 1.550 3.743
C -2.410 1.621 4.545
C -3.510 2.367 4.144
C -3.473 3.042 2.934
C -2.339 2.979 2.133
C 1.565 2.731 2.690
C 1.998 1.839 3.673
C 2.946 2.224 4.604
C 3.492 3.501 4.550
C 3.076 4.389 3.572
C 2.112 4.010 2.647
H -0.246 4.516 0.970
H -0.676 3.458 -0.374
H 1.018 3.871 -0.083
H -0.433 0.983 4.097
H -2.422 1.106 5.497
H -4.385 2.433 4.776
H -4.317 3.642 2.621
H -2.328 3.548 1.213
H 1.613 0.826 3.705
H 3.269 1.525 5.364
H 4.242 3.801 5.270
H 3.499 5.384 3.523
H 1.809 4.728 1.898
```

Results
Gap between HOMO and LUMO (alpha / beta)   7.47 / 7.45 eV
Multiplicity   2
Energy above the lowest of the compared OMol25 structures with the same formula, charge and spin   0.857 eV
LUMO (alpha / beta)   -0.2385 / -0.2397 Eh
Total charge   +2


Computed, not measured: a structure of composition C34H36IrN6O2S2, with ωB97M-V/def2-TZVPD.

Structure (XYZ):
```
81
Properties=species:S:1:pos:R:3
Ir 1.173 0.608 -0.423
O -1.779 2.695 1.376
C -0.817 2.036 1.101
N 0.019 2.172 -0.014
C -0.226 3.060 -1.077
O -1.073 3.904 -1.128
C 0.735 2.804 -2.215
C 0.816 3.668 -3.285
C 1.743 3.404 -4.285
C 2.556 2.289 -4.178
C 2.419 1.454 -3.083
N 1.521 1.710 -2.129
C -0.366 0.880 1.974
C -0.885 0.711 3.240
C -0.400 -0.326 4.027
C 0.584 -1.157 3.516
C 1.051 -0.941 2.230
N 0.576 0.054 1.476
H 0.160 4.527 -3.311
H 1.831 4.066 -5.135
H 3.292 2.055 -4.934
H 3.014 0.559 -2.957
H -1.639 1.403 3.589
H -0.777 -0.473 5.030
H 0.997 -1.967 4.101
H 1.808 -1.569 1.777
S 5.529 0.784 0.689
C 4.876 2.359 1.030
C 5.551 3.471 1.523
C 4.827 4.627 1.726
C 3.456 4.673 1.449
C 2.785 3.569 0.962
C 3.508 2.397 0.749
N 3.035 1.163 0.280
C 3.986 0.252 0.198
C 3.630 -1.044 -0.343
C 4.510 -2.123 -0.416
C 4.071 -3.317 -0.953
C 2.765 -3.413 -1.420
C 1.894 -2.330 -1.345
C 2.299 -1.112 -0.799
H 6.609 3.430 1.741
H 5.324 5.508 2.107
H 2.911 5.590 1.622
H 1.725 3.612 0.766
H 5.528 -2.029 -0.055
H 4.738 -4.165 -1.016
H 2.422 -4.341 -1.859
H 0.898 -2.440 -1.758
C -3.170 -5.011 -0.901
C -1.708 -4.961 -0.469
C -1.504 -4.390 0.934
C -1.986 -2.954 1.094
N -1.239 -2.079 0.186
C -1.699 -1.045 -0.500
S -0.626 -0.285 -1.672
N -2.931 -0.610 -0.370
C -3.536 0.559 -1.039
C -5.052 0.477 -0.929
C -5.599 0.493 0.499
C -5.231 1.744 1.287
H -3.276 -5.545 -1.844
H -3.591 -4.014 -1.053
H -3.782 -5.526 -0.158
H -1.129 -4.383 -1.197
H -1.287 -5.967 -0.487
H -0.445 -4.443 1.211
H -2.041 -4.997 1.665
H -1.853 -2.612 2.123
H -3.049 -2.895 0.857
H -0.305 -2.379 -0.061
H -3.538 -1.086 0.284
H -3.233 0.556 -2.084
H -3.155 1.470 -0.571
H -5.399 -0.416 -1.457
H -5.454 1.334 -1.474
H -5.283 -0.403 1.052
H -6.685 0.405 0.437
H -4.159 1.820 1.477
H -5.735 1.753 2.253
H -5.534 2.643 0.748
```

Results
Gap between HOMO and LUMO (alpha / beta)   7.82 / 5.40 eV
Multiplicity   2
Energy above the lowest of the compared OMol25 structures with the same formula, charge and spin   0.000 eV
LUMO (alpha / beta)   -0.2209 / -0.3092 Eh
Total charge   +2


Computed, not measured: the molecule C34H36N4O6, with ωB97M-V/def2-TZVPD.

Structure (XYZ):
```
80
Properties=species:S:1:pos:R:3
C 1.060 2.931 0.965
C -0.266 3.611 1.301
C -0.181 5.124 1.114
C -0.714 3.250 2.716
O -1.183 3.035 0.336
C -2.470 3.314 0.318
O -3.043 4.130 0.995
C -3.194 2.430 -0.701
C -4.354 1.698 0.018
C -3.792 0.686 0.975
C -3.542 1.021 2.299
C -2.933 0.115 3.149
C -2.563 -1.135 2.684
C -2.823 -1.483 1.370
C -3.438 -0.580 0.524
N -2.287 1.493 -1.306
C -2.356 1.147 -2.594
O -3.117 1.630 -3.423
C -1.419 0.074 -3.005
N -1.449 -0.318 -4.312
C -0.560 -1.319 -4.462
N 0.039 -1.600 -3.339
C -0.476 -0.746 -2.402
C 0.016 -0.816 -1.016
O -0.351 -0.075 -0.111
N 0.917 -1.798 -0.849
C 1.596 -2.060 0.386
C 1.615 -3.569 0.705
C 0.235 -4.104 0.964
C -0.249 -4.196 2.262
C -1.514 -4.701 2.508
C -2.314 -5.111 1.455
C -1.844 -5.010 0.156
C -0.576 -4.510 -0.088
C 3.052 -1.586 0.363
O 3.776 -1.610 1.322
O 3.426 -1.218 -0.860
C 4.797 -0.842 -1.021
C 5.124 0.481 -0.380
C 4.266 1.561 -0.534
C 4.577 2.783 0.036
C 5.746 2.934 0.762
C 6.601 1.857 0.923
C 6.290 0.634 0.356
H 1.822 3.199 1.690
H 0.920 1.853 0.970
H 1.386 3.228 -0.028
H 0.578 5.531 1.776
H -1.137 5.587 1.344
H 0.083 5.360 0.085
H -0.833 2.171 2.797
H 0.033 3.582 3.432
H -1.661 3.729 2.947
H -3.611 3.067 -1.491
H -4.972 1.209 -0.738
H -4.950 2.445 0.542
H -3.822 2.000 2.661
H -2.741 0.389 4.177
H -2.075 -1.839 3.341
H -2.540 -2.458 1.003
H -3.640 -0.857 -0.501
H -1.614 1.021 -0.694
H -2.062 0.115 -4.988
H -0.374 -1.818 -5.392
H 1.197 -2.293 -1.686
H 1.066 -1.515 1.176
H 2.067 -4.094 -0.141
H 2.247 -3.714 1.583
H 0.375 -3.878 3.085
H -1.877 -4.778 3.523
H -3.301 -5.505 1.645
H -2.465 -5.324 -0.670
H -0.215 -4.441 -1.103
H 4.938 -0.792 -2.105
H 5.433 -1.628 -0.601
H 3.351 1.438 -1.096
H 3.910 3.621 -0.092
H 5.989 3.888 1.204
H 7.510 1.968 1.495
H 6.955 -0.207 0.489
```

Results
Gap between HOMO and LUMO   9.45 eV
Multiplicity   1
Energy above the lowest of the compared OMol25 structures with the same formula, charge and spin   0.010 eV
LUMO   0.0203 Eh
Total charge   0


Computed, not measured: a structure of composition C34H36N7RuSSb at a distorted geometry, with ωB97M-V/def2-TZVPD.

Structure (XYZ):
```
80
Properties=species:S:1:pos:R:3
Ru -1.194 -0.162 0.856
C 1.971 -2.235 5.100
C 0.533 -1.880 5.012
N -0.350 -2.084 5.925
N -1.510 -1.578 5.400
C -1.379 -1.051 4.181
S -2.559 -0.330 3.230
N -0.049 -1.233 3.931
N 0.543 -0.887 2.727
H 2.123 -2.804 6.014
H 2.592 -1.338 5.142
H 2.284 -2.836 4.245
H -2.364 -1.629 5.928
H 1.451 -0.471 2.892
H 0.630 -1.702 2.125
N -1.426 2.821 2.192
C -2.375 2.854 1.192
C -3.011 4.068 0.900
C -3.927 4.126 -0.123
C -4.219 2.971 -0.837
C -3.562 1.815 -0.494
N -2.642 1.729 0.485
H -1.396 3.643 2.775
H -1.431 1.968 2.729
H -2.770 4.944 1.489
H -4.426 5.058 -0.356
H -4.936 2.971 -1.647
H -3.760 0.895 -1.027
C 0.056 -0.297 -5.085
C -0.144 -1.193 -4.042
C 0.066 -0.784 -2.732
C 0.475 0.523 -2.460
C 0.670 1.419 -3.506
C 0.461 1.005 -4.817
Sb 0.813 1.042 -0.421
C 2.794 0.267 -0.232
C 3.460 0.425 0.987
C 4.739 -0.088 1.165
C 5.359 -0.771 0.127
C 4.700 -0.936 -1.085
C 3.422 -0.419 -1.267
C 1.236 3.109 -0.671
C 2.527 3.615 -0.546
C 2.751 4.980 -0.692
C 1.693 5.838 -0.955
C 0.404 5.334 -1.082
C 0.175 3.973 -0.939
H -0.100 -0.614 -6.109
H -0.465 -2.209 -4.244
H -0.078 -1.488 -1.919
H 0.987 2.435 -3.303
H 0.619 1.703 -5.631
H 2.989 0.981 1.795
H 5.253 0.050 2.110
H 6.358 -1.167 0.259
H 5.184 -1.467 -1.896
H 2.920 -0.548 -2.219
H 3.359 2.948 -0.349
H 3.758 5.371 -0.602
H 1.872 6.900 -1.068
H -0.424 6.001 -1.293
H -0.832 3.584 -1.054
C 0.348 -4.435 0.734
C -0.755 -4.339 -0.278
C -1.043 -5.364 -1.143
C -2.046 -5.234 -2.107
C -2.774 -4.046 -2.216
C -2.547 -2.984 -1.374
C -3.335 -1.717 -1.503
C -1.514 -3.098 -0.350
N -1.241 -2.137 0.495
H 0.807 -5.423 0.730
H -0.036 -4.228 1.736
H 1.120 -3.692 0.512
H -0.480 -6.289 -1.082
H -2.255 -6.056 -2.779
H -3.536 -3.959 -2.983
H -3.853 -1.677 -2.461
H -2.679 -0.851 -1.436
H -4.077 -1.635 -0.704
```

Results
Gap between HOMO and LUMO (alpha / beta)   7.44 / 6.84 eV
Multiplicity   6
Energy above the lowest of the compared OMol25 structures with the same formula, charge and spin   0.000 eV
LUMO (alpha / beta)   -0.0714 / -0.1423 Eh
Total charge   +1


Computed, not measured: a structure of composition C34H37AsN5O5S2Y at a distorted geometry, with ωB97M-V/def2-TZVPD.

Structure (XYZ):
```
85
Properties=species:S:1:pos:R:3
Y 0.186 0.888 0.307
C 4.070 1.856 1.300
O 3.883 2.688 2.440
C 2.633 2.994 2.917
C 2.647 3.472 4.215
C 1.483 3.855 4.875
C 0.281 3.716 4.226
C 0.225 3.204 2.922
C -1.082 3.015 2.339
N -1.292 2.296 1.296
N -2.590 2.254 0.829
C -2.666 1.576 -0.292
O -1.658 1.021 -0.861
C -4.001 1.475 -0.931
C -4.129 0.740 -2.105
C -5.356 0.652 -2.743
C -6.464 1.297 -2.211
C -6.343 2.017 -1.030
C -5.118 2.107 -0.390
C 1.408 2.872 2.196
O 1.362 2.513 0.936
H 5.137 1.629 1.286
H 3.796 2.373 0.381
H 3.503 0.929 1.384
H 3.611 3.550 4.702
H 1.530 4.242 5.884
H -0.647 3.985 4.718
H -1.939 3.493 2.816
H -3.253 0.245 -2.502
H -5.453 0.079 -3.657
H -7.420 1.242 -2.717
H -7.208 2.511 -0.605
H -5.002 2.663 0.530
C -2.031 -5.402 -0.214
S -2.272 -4.031 0.944
C -1.370 -2.730 0.173
S -1.361 -1.278 1.082
N -0.889 -3.015 -0.993
N -0.100 -2.022 -1.641
C -0.713 -1.304 -2.761
C -0.404 0.023 -3.030
C -1.047 0.671 -4.125
C -0.788 1.982 -4.388
C 0.152 2.670 -3.599
C 0.761 1.986 -2.582
N 0.517 0.697 -2.271
H -2.469 -6.278 0.259
H -0.969 -5.547 -0.389
H -2.540 -5.175 -1.147
H -1.457 -1.860 -3.305
H -1.759 0.107 -4.714
H -1.299 2.491 -5.195
H 0.389 3.709 -3.779
H 1.514 2.476 -1.965
C 3.929 -0.220 -1.699
C 2.635 -0.959 -1.491
O 1.949 -0.680 -0.501
C 2.269 -2.014 -2.416
C 3.207 -2.529 -3.337
C 2.932 -3.629 -4.103
C 1.697 -4.283 -3.972
C 0.733 -3.779 -3.140
C 0.989 -2.609 -2.410
H 3.953 0.633 -1.027
H 4.028 0.117 -2.730
H 4.771 -0.875 -1.463
H 4.180 -2.063 -3.413
H 3.676 -4.019 -4.785
H 1.499 -5.184 -4.537
H -0.230 -4.257 -3.037
H 0.297 -1.331 -0.978
C -0.650 0.066 4.376
As 0.835 -0.767 3.467
C 0.624 -2.695 3.398
C 2.364 -0.544 4.643
O 1.269 -0.058 2.041
H -0.903 -0.500 5.271
H -1.511 0.118 3.712
H -0.325 1.070 4.647
H 0.911 -3.112 4.364
H 1.290 -3.067 2.621
H -0.396 -2.965 3.156
H 2.195 -0.992 5.620
H 2.564 0.523 4.748
H 3.216 -1.018 4.157
```

Results
Gap between HOMO and LUMO   6.02 eV
Multiplicity   1
Energy above the lowest of the compared OMol25 structures with the same formula, charge and spin   3.520 eV
LUMO   -0.0151 Eh
Total charge   0


Computed, not measured: a structure of composition C34H37BrN8O7Sc, with ωB97M-V/def2-TZVPD.

Structure (XYZ):
```
88
Properties=species:S:1:pos:R:3
Sc -0.087 -0.039 -0.057
N 1.248 4.268 -0.569
C 0.271 3.379 -0.721
N 0.698 2.203 -0.307
C 1.973 2.453 0.103
N 2.354 3.698 -0.040
C 2.818 1.372 0.635
C 4.150 1.562 0.962
N 4.899 0.562 1.415
C 4.307 -0.625 1.526
C 2.975 -0.820 1.197
N 2.223 0.184 0.758
H 1.243 5.251 -0.790
H -0.702 3.609 -1.129
H 4.610 2.537 0.848
H 4.906 -1.453 1.886
H 2.511 -1.793 1.282
C 1.869 -7.944 -0.307
C 1.323 -7.062 0.817
C 2.296 -7.119 2.002
C -0.034 -7.622 1.262
C 1.152 -5.608 0.363
C 0.640 -4.652 1.243
C 0.495 -3.363 0.791
Br -0.194 -2.038 1.990
C 0.826 -2.918 -0.493
O 0.635 -1.621 -0.794
C 1.343 -3.856 -1.378
C 1.484 -5.170 -0.911
C 1.755 -3.570 -2.835
C 0.904 -4.442 -3.773
C 3.242 -3.916 -3.012
C 1.571 -2.116 -3.283
H 1.968 -8.970 0.053
H 2.857 -7.616 -0.640
H 1.201 -7.962 -1.172
H 2.422 -8.151 2.338
H 1.933 -6.536 2.852
H 3.278 -6.731 1.719
H 0.072 -8.666 1.568
H -0.761 -7.579 0.446
H -0.444 -7.070 2.111
H 0.356 -4.908 2.257
H 1.881 -5.896 -1.606
H 1.027 -5.508 -3.576
H 1.194 -4.260 -4.811
H -0.157 -4.201 -3.668
H 3.459 -4.961 -2.785
H 3.865 -3.296 -2.361
H 3.545 -3.731 -4.046
H 0.528 -1.800 -3.230
H 1.897 -2.042 -4.324
H 2.168 -1.423 -2.688
O -0.744 1.071 1.723
C -1.850 1.188 2.265
C -3.081 0.639 1.779
C -4.248 0.896 2.513
C -5.436 0.415 2.057
C -5.518 -0.329 0.875
C -4.384 -0.595 0.149
C -3.134 -0.113 0.581
O -2.059 -0.356 -0.110
N -6.665 0.690 2.829
O -7.703 0.232 2.400
O -6.553 1.321 3.859
H -1.901 1.768 3.195
H -4.217 1.474 3.429
H -6.485 -0.690 0.551
H -4.429 -1.187 -0.759
O -6.271 -0.909 -3.359
C -5.493 -0.799 -4.536
N -4.220 -0.304 -4.058
C -3.167 -0.180 -4.892
O -3.235 -0.439 -6.080
C -1.873 0.287 -4.281
C -0.904 0.837 -5.103
C 0.297 1.235 -4.540
C 0.484 1.062 -3.181
N -0.441 0.524 -2.380
C -1.594 0.134 -2.937
H -7.177 -1.124 -3.602
H -5.928 -0.102 -5.253
H -5.348 -1.760 -5.027
H -4.194 0.015 -3.105
H -1.101 0.930 -6.165
H 1.089 1.660 -5.142
H 1.422 1.341 -2.717
H -2.292 -0.344 -2.266
```

Results
Gap between HOMO and LUMO   7.39 eV
Multiplicity   1
Energy above the lowest of the compared OMol25 structures with the same formula, charge and spin   0.334 eV
LUMO   -0.1186 Eh
Total charge   +1